Entry 1:
{"formula": "CH2N2P2", "method": "ωB97M-V with the def2-TZVPD basis set", "species": ["H", "P", "N", "P", "C", "N", "H"], "positions_angstrom": [[2.25, -1.27, 0.03], [1.70, -0.33, -0.87], [0.93, 0.31, 0.37], [-0.40, 1.41, 0.13], [-1.57, -0.11, -0.40], [-1.84, -1.19, -0.66], [-1.07, 1.16, 1.40]], "smiles": "[H]/P=N/PC#N", "energy_ha": -831.4352, "homo_energy_ev": -9.465, "spin_multiplicity": 1, "total_charge": 0, "e_above_lowest_ev": 2.453}


Entry 2:
{"formula": "C20H34Br10FN2O2", "method": "ωB97M-V with the def2-TZVPD basis set", "species": ["N", "C", "C", "C", "C", "C", "C", "C", "O", "O", "C", "C", "N", "C", "F", "H", "H", "H", "H", "H", "H", "H", "H", "H", "H", "H", "H", "H", "H", "Br", "C", "C", "Br", "H", "H", "H", "H", "Br", "C", "C", "Br", "H", "H", "H", "H", "Br", "C", "C", "Br", "H", "H", "H", "H", "Br", "C", "C", "Br", "H", "H", "H", "H", "Br", "C", "C", "Br", "H", "H", "H", "H"], "positions_angstrom": [[4.55, -1.20, 1.40], [3.38, -0.99, 0.48], [3.01, 0.52, 0.24], [1.96, 0.77, -0.90], [0.83, -0.30, -1.06], [-0.45, -0.14, -0.19], [-1.61, -1.00, -0.54], [-1.48, -1.98, -1.75], [-1.87, -1.62, -2.82], [-0.90, -3.20, -1.52], [-2.87, -0.98, 0.24], [-2.92, -0.03, 1.34], [-1.83, 0.76, 1.65], [-0.65, 0.71, 0.96], [0.34, 1.52, 1.40], [4.19, -1.03, 2.36], [4.74, -2.21, 1.41], [3.54, -1.54, -0.48], [2.49, -1.49, 0.97], [3.96, 1.03, -0.08], [2.75, 0.97, 1.23], [1.51, 1.79, -0.72], [2.48, 0.86, -1.90], [0.48, -0.25, -2.14], [1.17, -1.37, -0.94], [-0.42, -3.14, -0.68], [-3.70, -1.66, -0.03], [-3.87, 0.02, 1.92], [-1.94, 1.40, 2.45], [5.68, -1.65, -0.38], [6.97, -1.60, -1.86], [6.53, -2.48, -3.01], [6.85, -4.36, -2.63], [7.93, -1.89, -1.45], [7.01, -0.56, -2.17], [7.13, -2.27, -3.90], [5.48, -2.37, -3.26], [0.49, -0.76, 2.75], [1.12, -2.11, 4.02], [1.48, -1.48, 5.34], [3.20, -0.57, 5.24], [1.96, -2.62, 3.54], [0.29, -2.80, 4.13], [1.61, -2.25, 6.10], [0.75, -0.75, 5.68], [-4.94, 5.01, 2.64], [-3.71, 5.10, 1.12], [-4.16, 4.20, 0.00], [-3.74, 2.33, 0.39], [-2.72, 4.86, 1.50], [-3.73, 6.14, 0.81], [-3.61, 4.42, -0.91], [-5.22, 4.25, -0.20], [3.62, 0.07, -4.47], [2.34, -0.58, -5.79], [1.62, -1.80, -5.29], [2.75, -3.39, -5.40], [2.89, -0.75, -6.71], [1.64, 0.24, -5.94], [0.76, -2.02, -5.92], [1.29, -1.72, -4.25], [-9.00, 2.85, 0.21], [-9.05, 2.34, 2.09], [-7.66, 2.28, 2.68], [-6.74, 0.65, 2.12], [-9.59, 1.40, 2.15], [-9.64, 3.12, 2.58], [-7.71, 2.22, 3.76], [-7.04, 3.11, 2.39]], "energy_ha": -26882.1048, "homo_energy_ev": -10.322, "spin_multiplicity": 1, "total_charge": 1}


Copy entry 2 word for word.
{"formula": "C20H34Br10FN2O2", "method": "ωB97M-V with the def2-TZVPD basis set", "species": ["N", "C", "C", "C", "C", "C", "C", "C", "O", "O", "C", "C", "N", "C", "F", "H", "H", "H", "H", "H", "H", "H", "H", "H", "H", "H", "H", "H", "H", "Br", "C", "C", "Br", "H", "H", "H", "H", "Br", "C", "C", "Br", "H", "H", "H", "H", "Br", "C", "C", "Br", "H", "H", "H", "H", "Br", "C", "C", "Br", "H", "H", "H", "H", "Br", "C", "C", "Br", "H", "H", "H", "H"], "positions_angstrom": [[4.55, -1.20, 1.40], [3.38, -0.99, 0.48], [3.01, 0.52, 0.24], [1.96, 0.77, -0.90], [0.83, -0.30, -1.06], [-0.45, -0.14, -0.19], [-1.61, -1.00, -0.54], [-1.48, -1.98, -1.75], [-1.87, -1.62, -2.82], [-0.90, -3.20, -1.52], [-2.87, -0.98, 0.24], [-2.92, -0.03, 1.34], [-1.83, 0.76, 1.65], [-0.65, 0.71, 0.96], [0.34, 1.52, 1.40], [4.19, -1.03, 2.36], [4.74, -2.21, 1.41], [3.54, -1.54, -0.48], [2.49, -1.49, 0.97], [3.96, 1.03, -0.08], [2.75, 0.97, 1.23], [1.51, 1.79, -0.72], [2.48, 0.86, -1.90], [0.48, -0.25, -2.14], [1.17, -1.37, -0.94], [-0.42, -3.14, -0.68], [-3.70, -1.66, -0.03], [-3.87, 0.02, 1.92], [-1.94, 1.40, 2.45], [5.68, -1.65, -0.38], [6.97, -1.60, -1.86], [6.53, -2.48, -3.01], [6.85, -4.36, -2.63], [7.93, -1.89, -1.45], [7.01, -0.56, -2.17], [7.13, -2.27, -3.90], [5.48, -2.37, -3.26], [0.49, -0.76, 2.75], [1.12, -2.11, 4.02], [1.48, -1.48, 5.34], [3.20, -0.57, 5.24], [1.96, -2.62, 3.54], [0.29, -2.80, 4.13], [1.61, -2.25, 6.10], [0.75, -0.75, 5.68], [-4.94, 5.01, 2.64], [-3.71, 5.10, 1.12], [-4.16, 4.20, 0.00], [-3.74, 2.33, 0.39], [-2.72, 4.86, 1.50], [-3.73, 6.14, 0.81], [-3.61, 4.42, -0.91], [-5.22, 4.25, -0.20], [3.62, 0.07, -4.47], [2.34, -0.58, -5.79], [1.62, -1.80, -5.29], [2.75, -3.39, -5.40], [2.89, -0.75, -6.71], [1.64, 0.24, -5.94], [0.76, -2.02, -5.92], [1.29, -1.72, -4.25], [-9.00, 2.85, 0.21], [-9.05, 2.34, 2.09], [-7.66, 2.28, 2.68], [-6.74, 0.65, 2.12], [-9.59, 1.40, 2.15], [-9.64, 3.12, 2.58], [-7.71, 2.22, 3.76], [-7.04, 3.11, 2.39]], "energy_ha": -26882.1048, "homo_energy_ev": -10.322, "spin_multiplicity": 1, "total_charge": 1}


- What is the formula in the first record?
  CH2N2P2